[1]
Density functional theory data (ωB97M-V with the def2-TZVPD basis set) for a 18-piece molecular cluster, C21H74BBrN2O24 overall.

Last column: Löwdin charge in e.
CARTESIAN COORDINATES (ANGSTROEM)
C: 2.76 0.22 -4.72  -0.0430
C: 3.39 -1.22 -4.33  -0.3273
N: 4.69 -1.36 -4.54  0.0763
C: 2.47 -2.39 -3.70  -0.0799
C: 2.34 -2.10 -2.09  -0.1649
O: 0.99 -1.82 -1.67  -0.1316
C: 0.98 -1.17 -0.34  -0.2339
O: 2.09 -1.63 0.43  -0.1204
C: 1.83 -2.88 1.11  -0.1653
C: 2.17 -2.87 2.68  -0.2690
C: 1.67 -4.24 3.42  -0.0808
C: 3.70 -2.46 3.03  -0.3456
C: 3.85 -0.97 3.67  -0.0758
C: 4.75 -2.67 1.84  -0.0988
C: 1.05 0.43 -0.67  -0.1960
C: 1.43 1.33 0.60  -0.0157
B: 2.01 2.81 0.18  -0.4800
O: 1.17 3.99 0.10  0.0657
O: 3.43 2.99 -0.09  0.0737
O: -0.10 0.84 -1.44  -0.0635
C: -1.15 1.45 -0.68  -0.2569
C: -1.81 0.55 0.47  -0.1546
C: -2.80 1.39 1.44  -0.6136
C: -3.57 0.29 2.36  -0.1772
Br: -1.70 2.47 2.75  0.6221
N: -2.27 1.72 -1.68  0.0370
C: -1.90 1.26 -3.04  -0.3288
C: -2.29 -0.23 -3.55  0.0006
O: -1.31 1.99 -3.90  0.0350
C: -2.65 3.16 -1.68  -0.3385
C: -4.21 3.51 -1.36  -0.0249
O: -1.90 4.13 -1.95  0.0581
H: 3.53 0.92 -5.22  0.0809
H: 2.39 0.80 -3.80  0.0764
H: 1.87 0.09 -5.45  0.0917
H: 5.09 -0.49 -4.95  0.0523
H: 1.46 -2.32 -4.24  0.1018
H: 2.96 -3.42 -3.87  0.1186
H: 2.73 -3.07 -1.60  0.1191
H: 3.08 -1.23 -1.90  0.1265
H: -0.01 -1.49 0.13  0.1524
H: 2.52 -3.68 0.63  0.1244
H: 0.76 -3.28 1.00  0.1342
H: 1.51 -2.04 3.15  0.1346
H: 1.88 -4.11 4.55  0.0641
H: 2.24 -5.17 3.07  0.0836
H: 0.55 -4.42 3.30  0.0710
H: 4.04 -3.18 3.89  0.1027
H: 4.03 -1.08 4.81  0.0763
H: 4.83 -0.55 3.22  0.0789
H: 2.94 -0.31 3.47  0.0645
H: 5.85 -2.71 2.21  0.0921
H: 4.55 -3.72 1.39  0.0827
H: 4.67 -1.90 1.00  0.0684
H: 1.95 0.51 -1.39  0.1547
H: 2.33 0.81 1.10  0.1274
H: 0.63 1.41 1.41  0.0659
H: 1.70 4.80 0.32  0.0505
H: 3.48 3.72 -0.76  0.1072
H: -0.89 2.51 -0.26  0.1494
H: -1.04 0.07 1.19  0.1082
H: -2.47 -0.28 0.01  0.1221
H: -3.55 2.03 0.87  0.0814
H: -4.05 -0.45 1.63  0.0643
H: -4.38 0.80 3.02  0.0807
H: -2.85 -0.21 3.10  0.0514
H: -1.42 -0.65 -4.15  0.0801
H: -3.19 -0.10 -4.27  0.0942
H: -2.63 -0.91 -2.70  0.0819
H: -4.18 4.22 -0.44  0.0977
H: -4.69 2.53 -0.97  0.0723
H: -4.76 3.95 -2.25  0.0749
O: -7.14 3.92 -2.15  -0.0512
H: -7.77 3.89 -2.89  0.0730
H: -7.29 4.79 -1.76  0.0582
O: 1.37 6.38 -1.72  -0.0494
H: 0.50 6.01 -1.90  0.0503
H: 1.22 7.34 -1.68  0.0470
O: -6.52 -0.43 2.10  -0.0728
H: -7.23 -0.10 2.66  0.0396
H: -6.97 -0.66 1.27  0.0251
O: 3.75 -4.20 5.86  -0.0661
H: 3.60 -4.09 6.81  0.0491
H: 3.67 -5.15 5.72  0.0487
O: -0.69 -3.34 -3.66  -0.0692
H: -0.42 -2.95 -2.81  0.0141
H: -0.08 -4.08 -3.78  0.0330
O: 2.78 6.28 1.12  -0.0449
H: 3.51 6.84 1.40  0.0625
H: 2.44 6.72 0.32  0.0248
O: 5.78 -3.11 -2.27  -0.0695
H: 6.52 -2.56 -1.96  0.0395
H: 5.46 -2.65 -3.06  -0.0040
O: 8.10 -4.81 -2.06  -0.0718
H: 7.35 -4.19 -2.09  -0.0230
H: 8.15 -5.15 -2.96  0.0324
O: -2.08 -1.17 5.33  -0.0685
H: -2.63 -1.30 6.11  0.0376
H: -1.94 -0.21 5.31  0.0279
O: -2.71 -2.51 1.17  -0.0565
H: -3.19 -3.34 1.03  0.0482
H: -2.31 -2.63 2.04  0.0444
O: -5.71 0.88 -2.70  -0.0573
H: -6.58 0.52 -2.90  0.0413
H: -5.85 1.84 -2.66  -0.0090
O: 6.19 -0.33 -0.73  -0.0553
H: 5.57 -0.36 -1.47  0.0166
H: 6.05 0.54 -0.34  0.0422
O: 3.37 -5.86 -1.51  -0.0601
H: 2.83 -5.85 -2.31  0.0278
H: 4.17 -5.38 -1.76  0.0245
O: -8.84 -1.63 1.73  -0.0616
H: -9.48 -1.95 2.38  0.0508
H: -8.15 -2.32 1.72  0.0456
O: -8.99 2.82 -0.07  -0.0711
H: -8.72 3.31 0.71  0.0051
H: -8.47 3.21 -0.79  -0.0212
O: -7.76 5.23 1.45  -0.0458
H: -7.49 5.72 2.24  0.0503
H: -7.24 5.62 0.74  0.0349
O: 2.76 5.15 4.21  -0.0623
H: 2.01 5.75 4.18  0.0344
H: 2.81 4.79 3.32  0.0174

For the LUMO energy, the calculation gives -0.26 eV. The energy above the lowest of the compared OMol25 structures with the same formula, charge and spin is 507.4 kJ/mol. For the HOMO energy, the calculation gives -0.3405 Ha.

[2]
Density functional theory data (ωB97M-V with the def2-TZVPD basis set) for a 2-piece molecular cluster, C5H7NO overall.

Last column: Löwdin charge in e.
CARTESIAN COORDINATES (ANGSTROEM)
C: -1.62 -0.42 1.21  0.1662
C: -0.32 0.51 -1.04  -0.0755
C: 0.50 1.45 -0.21  -0.1680
O: 1.58 0.76 0.44  -0.0285
C: 1.52 -0.57 0.58  -0.2319
N: 0.76 -1.39 -0.01  0.0487
C: -0.17 -0.82 -0.91  -0.2018
H: -1.16 -1.36 1.59  -0.0492
H: -2.47 -0.81 0.62  -0.0572
H: -1.01 0.94 -1.77  0.1161
H: -0.12 1.91 0.56  0.1097
H: 0.97 2.24 -0.81  0.1246
H: 2.27 -0.92 1.28  0.1355
H: -0.73 -1.52 -1.52  0.1113

For the LUMO energy (spin up / spin down), the calculation gives -0.36 / -0.36 eV. The energy above the lowest of the compared OMol25 structures with the same formula, charge and spin is 564.5 kJ/mol. For the HOMO energy (spin up / spin down), the calculation gives -0.3235 / -0.3236 Ha.

[3]
Density functional theory data (ωB97M-V with the def2-TZVPD basis set) for a 2-piece molecular cluster, C27H49Br2FN6O8P2S2 overall.

Last column: Löwdin charge in e.
CARTESIAN COORDINATES (ANGSTROEM)
H: -1.45 3.79 3.97  0.0363
N: -0.44 3.63 4.17  0.0908
C: -0.28 2.47 4.79  -0.4624
N: 1.08 2.09 5.18  0.0756
N: -1.48 1.67 5.09  -0.0260
C: -1.57 0.46 4.21  -0.1944
C: -2.51 0.78 2.91  -0.1645
C: -1.60 0.62 1.57  -0.1489
C: -2.04 1.68 0.45  -0.1685
C: -1.23 1.50 -0.96  -0.5332
O: -1.46 0.14 -1.38  -0.0075
C: -2.77 -0.33 -1.39  -0.3621
O: -3.78 0.14 -1.95  0.0698
C: -3.02 -1.75 -0.64  -0.0634
C: -2.45 -3.00 -1.37  -0.0226
C: -2.59 -4.41 -0.76  -0.0576
C: -3.33 -4.50 0.63  -0.0693
C: -3.93 -3.28 1.37  -0.0444
C: -3.77 -1.89 0.70  -0.0113
O: 0.12 1.73 -0.57  -0.0658
C: 1.16 1.78 -1.52  -0.3633
C: 1.02 1.14 -2.95  -0.1421
C: 1.07 -0.46 -3.05  -0.1738
C: 1.82 -0.82 -4.45  -0.1736
C: 2.02 -2.42 -4.48  -0.2062
N: 2.99 -2.88 -3.43  -0.0155
C: 4.34 -3.12 -3.96  -0.3916
C: 5.56 -2.58 -3.04  -0.0279
O: 4.59 -3.73 -5.03  0.0364
C: 2.46 1.20 -0.69  -0.4816
N: 2.89 2.22 0.29  -0.0735
C: 2.45 1.99 1.69  -0.0944
O: 1.91 0.08 0.06  -0.1554
C: 2.85 -1.00 0.23  -0.1794
C: 2.20 -1.97 1.37  -0.3357
C: 2.82 -3.46 1.33  -0.0607
O: 0.77 -2.02 1.10  -0.0841
P: 3.96 0.78 -1.77  0.8391
N: 5.37 0.73 -0.95  -0.3080
S: 1.53 3.63 -1.84  0.8447
O: 0.79 4.12 -3.08  -0.3637
O: 3.00 3.85 -2.19  -0.3570
F: 1.25 4.57 -0.49  -0.2225
P: -2.04 2.86 -2.05  0.4999
S: -1.91 4.66 -1.23  0.1745
H: 1.71 2.90 5.01  0.0843
H: 1.47 1.34 4.58  0.0590
H: -2.34 2.23 5.10  0.1023
H: -0.54 0.08 3.91  0.1177
H: -2.08 -0.37 4.82  0.1151
H: -3.37 0.03 2.96  0.0787
H: -2.93 1.84 2.94  0.0886
H: -0.54 0.94 1.92  0.0987
H: -1.50 -0.46 1.22  0.1018
H: -3.16 1.80 0.30  -0.0148
H: -1.68 2.71 0.84  0.1103
H: -1.93 -2.86 -2.38  0.0946
H: -2.18 -5.31 -1.31  0.0856
H: -3.41 -5.54 1.09  0.0864
H: -4.45 -3.41 2.38  0.0947
H: -4.19 -0.93 1.15  0.0527
H: 1.90 1.53 -3.59  0.1165
H: 0.08 1.46 -3.54  0.1184
H: 1.68 -0.98 -2.23  0.0768
H: 0.02 -0.90 -3.14  0.1098
H: 2.81 -0.25 -4.54  0.1063
H: 1.18 -0.52 -5.35  0.1208
H: 2.25 -2.81 -5.53  0.1217
H: 1.00 -2.87 -4.19  0.1236
H: 2.63 -3.67 -2.89  0.1242
H: 6.51 -3.18 -3.28  0.0871
H: 5.32 -2.78 -1.93  0.0832
H: 5.77 -1.47 -3.21  0.0713
H: 3.88 2.50 0.20  0.1022
H: 1.31 2.02 1.71  0.0791
H: 2.79 2.91 2.30  0.1087
H: 2.92 1.09 2.21  0.0867
H: 2.98 -1.68 -0.68  0.0999
H: 3.87 -0.66 0.69  0.1361
H: 2.32 -1.54 2.42  0.1466
H: 3.78 -3.53 1.96  0.0934
H: 2.06 -4.14 1.88  0.0932
H: 2.93 -3.89 0.28  0.0752
H: 0.59 -2.73 0.45  0.0954
H: 4.18 1.69 -2.86  0.0365
H: 3.79 -0.53 -2.33  -0.0127
H: 5.99 1.41 -1.42  -0.0338
H: -1.51 2.94 -3.37  -0.0157
H: -3.47 2.66 -2.20  0.0064
Br: -5.43 1.87 1.03  0.7471
C: -7.03 2.00 2.13  -0.6595
C: -6.84 1.29 3.45  -0.6852
Br: -6.98 -0.65 3.23  0.6075
H: -7.86 1.61 1.54  0.0552
H: -7.18 3.07 2.29  0.0615
H: -7.64 1.55 4.14  0.0595
H: -5.88 1.49 3.91  0.0462

For the LUMO energy, the calculation gives -0.09 eV. For the HOMO energy, the calculation gives -0.3056 Ha.